Computed, not measured: a cluster of 2 separate species, C6H10O3 in total, with wB97M-V/def2-TZVPD.

Element x y z (Å)
1 C 0.36756 2.40410 0.15023
2 C -0.25327 1.26832 0.11418
3 C -0.94283 0.15756 0.03892
4 C -1.21821 -0.51259 -1.27993
5 C -1.66406 -0.41921 1.22790
6 H -0.14494 3.33786 -0.02756
7 H 1.42914 2.46352 0.34058
8 H -2.28721 -0.51612 -1.49056
9 H -0.68942 -0.01732 -2.09075
10 H -0.88983 -1.55182 -1.23169
11 H -1.43060 0.13173 2.13601
12 H -1.36708 -1.45993 1.36044
13 H -2.74142 -0.39695 1.06491
14 O 1.26814 -1.92860 -0.00301
15 C 1.55971 -0.92107 0.58111
16 O 2.37775 0.02950 0.08876
17 O 2.88461 -0.28796 -1.18583
18 H 1.36132 -0.68173 1.63274
19 H 2.38063 -1.09928 -1.42646

Output
* orbital gap: 0.3700 Eh
* energy relative to the best compared isomer or geometry (same formula, charge and spin): 430.0 kJ/mol
* structure (SMILES): C=C=C(C)C.O=COO
* net charge: 0
* HOMO energy: -9.24 eV